# 1
A structure of composition C33H41HoN6O3S. Source: the Open Molecules 2025 dataset; level of theory: wB97M-V/def2-TZVPD.

frontier orbital gap (spin up / spin down) = 8.06 / 8.07 eV
total charge = +2
HOMO (spin up / spin down) = -13.82 / -13.83 eV
E_LUMO (spin up / spin down) = -5.76 / -5.75 eV
molar mass = 766.727 g mol⁻¹
2S+1 = 5

The geometry in XYZ format:
```
85
Properties=species:S:1:pos:R:3:forces:R:3
Ho -0.8495 0.6857 -0.2882 0.2580 -0.4691 0.3274
S -2.0467 -1.8273 -0.5976 -0.0417 -0.0113 -0.0103
O 0.5051 -0.5718 0.9662 0.6354 -0.3282 0.2546
O -1.2367 2.7378 -1.1624 -0.1099 0.2449 -0.1454
O -1.9536 -0.8380 -3.8093 0.0824 -0.1370 0.1299
N -2.2300 3.1144 -3.1946 -0.0039 0.0507 0.0895
N 0.1207 -2.0555 -2.1966 -0.0953 0.0490 0.1445
N -1.5568 -3.5379 -2.5239 -0.1177 -0.0600 0.0059
N 0.5807 -0.8333 -1.7997 -0.2970 0.0017 0.3008
N 1.4498 1.5241 -0.8514 -0.4002 -0.0279 -0.1321
N -1.6841 0.9530 -2.4181 -0.1852 0.1359 -0.6198
C 0.5302 1.1140 3.7649 0.0067 -0.0142 -0.0446
C -2.7688 2.5568 -4.3401 -0.0354 0.1115 -0.0780
C 3.4086 1.3711 -2.1908 0.1174 0.0081 -0.0472
C -1.0305 2.3257 2.1929 -0.0968 0.0153 0.0585
C -3.1530 1.3722 1.4712 -0.1081 0.0254 -0.0535
C 4.0416 -3.6634 2.9944 0.0177 -0.0587 0.0221
C 1.7177 -3.7002 2.3103 -0.1438 0.0268 -0.0299
C -1.6049 0.1137 2.8669 -0.1051 0.0231 0.0526
C -2.1175 0.3527 -3.6057 0.0301 0.1251 0.0783
C 4.1375 -2.3344 2.5806 0.0862 0.0355 0.0441
C -4.8283 2.8936 0.3132 -0.0275 0.0247 0.0024
C 2.8260 -4.3270 2.8415 0.0771 -0.0807 0.0400
C -2.7849 0.1945 2.1475 -0.0466 0.0256 0.0925
C -2.7504 1.2405 -4.5690 0.0173 0.0266 0.0080
C 3.0690 -1.6553 2.0336 -0.0161 0.0806 -0.0267
C -0.7028 1.1812 2.9106 0.0343 -0.0191 0.0798
C -4.5354 1.4965 0.8479 0.0521 -0.0119 -0.1383
C 2.7076 -1.4514 -2.8349 -0.0125 0.0580 0.0164
C 3.2989 -0.2303 1.5946 0.0131 -0.0843 -0.0351
C 0.4363 -4.4988 2.1888 0.0563 0.1108 0.0245
C 1.8283 -2.3392 1.9024 0.0456 0.0066 0.0381
C -2.2496 2.4296 1.5103 -0.0022 0.1173 0.1599
C -2.2245 4.5731 -3.0152 -0.0151 -0.1377 -0.0592
C 3.7957 2.6444 -1.7941 0.0567 -0.0088 -0.0095
C -1.7112 2.2814 -2.2593 -0.1481 0.3583 -0.1751
C -1.1265 -2.4748 -1.8605 0.0386 0.0834 0.0160
C 1.8239 2.7466 -0.4812 -0.0528 -0.0481 0.0672
C -4.7640 0.4506 -0.2483 -0.0176 0.0011 0.0735
C 1.7809 -0.5249 -2.1049 0.2183 0.0414 -0.1359
C 2.9955 3.3435 -0.9122 0.0871 0.0834 -0.0149
C 2.2336 0.8348 -1.6962 0.0322 -0.0799 0.0174
C 0.6333 -1.7215 1.4184 0.1291 -0.1026 0.0749
C 5.2290 -4.3531 3.5975 -0.0168 0.0661 -0.0314
H -0.3212 -4.1594 2.9006 0.0384 0.0111 -0.0387
H -3.2000 3.2644 -5.0368 0.0252 -0.0025 0.0468
H 0.9290 0.0994 3.8123 -0.0057 0.0239 -0.0005
H -3.1664 0.8185 -5.4713 0.0182 0.0075 0.0303
H 5.0196 -5.3953 3.8253 -0.0065 -0.0007 -0.0041
H -2.4950 -3.8499 -2.3367 -0.0450 -0.0462 -0.0045
H -1.9951 4.7995 -1.9822 0.0131 -0.0154 0.0719
H 0.0039 -4.4440 1.1886 0.0098 -0.0176 0.0199
H -0.2707 -2.3296 1.4619 -0.0937 -0.0925 -0.0292
H -4.6007 -0.5682 0.1069 -0.0108 0.0370 -0.0166
H 3.2574 4.3373 -0.5746 -0.0192 -0.0424 -0.0100
H 1.3115 1.7812 3.3992 -0.0329 -0.0122 0.0150
H -1.3944 -0.7770 3.4502 0.0230 -0.0194 -0.1053
H 3.6045 -0.2143 0.5426 -0.0548 0.0171 0.0333
H 1.1506 3.2757 0.1815 -0.0313 0.0083 0.0000
H 0.2873 1.4200 4.7849 0.0065 -0.0120 -0.0147
H -4.7463 3.6594 1.0873 -0.0046 -0.0318 -0.0448
H -5.8458 2.9287 -0.0773 0.0476 0.0057 0.0097
H -4.0950 0.6249 -1.0972 0.0101 -0.0124 -0.0221
H 0.5424 -2.4701 -3.0126 0.0661 0.0034 -0.1391
H -4.1486 3.1530 -0.5067 -0.0393 -0.0036 0.0308
H 5.5262 -3.8507 4.5204 -0.0157 -0.0113 -0.0100
H 2.4165 0.3936 1.6849 0.0176 -0.0184 0.0406
H 2.5482 -1.4109 -3.9168 -0.0085 0.0144 0.0292
H -3.4787 -0.6380 2.1869 0.0128 -0.0019 -0.0859
H -1.1567 -3.8061 -3.4090 0.0161 -0.0258 -0.0140
H 4.7111 3.0790 -2.1742 -0.0195 -0.0135 0.0027
H -2.5091 3.3769 1.0667 0.0400 0.0102 -0.1518
H 5.0836 -1.8149 2.6990 -0.0488 -0.0358 -0.0027
H 0.6330 -5.5460 2.4067 0.0158 0.0180 -0.0008
H 3.7465 -1.2028 -2.6418 0.0013 -0.0190 -0.0161
H 2.7491 -5.3631 3.1531 0.0049 0.0583 -0.0182
H 4.1112 0.2085 2.1724 0.0161 -0.0318 -0.0114
H -5.7887 0.5094 -0.6176 0.0419 0.0092 0.0098
H 6.0854 -4.3078 2.9216 -0.0384 -0.0036 0.0088
H -5.2436 1.2894 1.6550 -0.0188 -0.0106 0.0415
H -0.3890 3.1970 2.2591 0.0516 -0.0068 -0.0753
H 4.0165 0.8146 -2.8890 -0.0028 0.0484 0.0114
H -3.2059 4.9708 -3.2630 -0.0198 -0.0291 -0.0048
H -1.4765 5.0320 -3.6593 0.0175 -0.0219 -0.0173
H 2.5536 -2.4784 -2.5008 0.0261 0.0081 0.0043
```
Forces are in eV/Å.



# 2
A structure of composition C10H27Cl2O2P2SW. Source: the Open Molecules 2025 dataset; level of theory: wB97M-V/def2-TZVPD.

frontier orbital gap (spin up / spin down) = 3.19 / 3.05 eV
total charge = +3
HOMO (spin up / spin down) = -16.59 / -16.59 eV
E_LUMO (spin up / spin down) = -13.40 / -13.54 eV
molar mass = 528.085 g mol⁻¹
2S+1 = 3

The geometry in XYZ format:
```
45
Properties=species:S:1:pos:R:3:forces:R:3
W 2.3717 0.1281 0.2218 -0.6598 0.3926 -1.7313
Cl 3.5543 0.2983 2.0371 0.3653 0.0263 0.9474
Cl 0.7584 -0.1453 -3.5108 2.3117 0.0956 -0.3202
S -2.5358 -0.5501 4.3106 -0.0750 0.6327 0.6698
P 0.5301 1.4111 -0.0807 -0.9857 3.6227 1.0897
P 0.5341 -1.2689 -0.0567 -1.7587 -3.3327 0.4980
O -1.5908 -0.1859 -2.4675 2.1326 0.3662 -2.2340
O -2.5310 -0.3216 2.8168 0.5990 0.2648 -0.0845
C -0.7180 1.8324 1.1378 -0.4575 -0.1648 0.1390
C -3.7997 0.6021 4.9328 0.1510 -0.3531 -0.4580
C 2.0760 -2.1382 0.3968 0.2394 -0.7712 0.1490
C -0.7303 -1.7925 1.1224 0.2581 -0.1098 0.8382
C 1.9288 2.5498 0.3234 0.0924 0.6456 0.0956
C -0.0200 -2.2951 -1.4224 0.5618 0.0035 -0.9963
C -0.0126 2.1457 -1.5985 0.2618 -0.3333 -0.5324
C -1.5231 -0.3785 -4.8464 0.6630 0.2076 -0.2403
C -0.9321 -0.1971 -3.5233 -4.1302 -0.3495 2.6248
C -1.0669 0.3147 5.0358 -0.2967 -0.1836 -0.4330
H -0.0023 3.2150 -1.3646 -0.3342 -0.0981 -0.3081
H -0.3791 -1.8018 2.1613 -0.1072 0.1971 -0.2262
H -1.0599 1.3568 4.6687 0.0128 -0.4209 0.2375
H -3.8453 0.5230 6.0260 -0.0860 0.0918 -0.3029
H -0.9955 1.7305 -1.8395 0.1677 0.4172 -0.0935
H -1.1735 -1.3716 -5.1482 -0.3195 -0.0559 -0.3576
H -0.9969 -2.8277 0.8269 0.2686 0.5290 0.0763
H -1.0486 0.3416 -5.5233 -0.4091 -0.1507 -0.1932
H 1.3060 3.4711 0.1478 1.2423 -0.3523 0.3005
H 2.7271 2.5180 -0.4587 -0.1235 0.5446 0.4070
H -3.5284 1.6122 4.5830 -0.1948 -0.3863 0.2472
H -1.6353 -1.1953 1.0845 -0.1616 0.2571 0.0856
H 0.7303 1.8951 -2.3640 -0.4568 0.5609 0.0431
H -1.1460 0.2815 6.1334 -0.0174 0.0450 -0.3985
H -0.3462 1.8773 2.1567 0.2300 -0.1032 0.0798
H -4.7392 0.2609 4.4547 0.4699 0.2678 0.4224
H -1.0289 -1.9855 -1.7192 0.3850 -0.2688 0.1718
H 0.6939 -2.2022 -2.2466 -0.4250 -0.4568 0.0766
H -1.0807 2.8321 0.8400 0.1827 -0.2769 0.0156
H 2.8290 -2.0614 -0.4347 0.0336 -0.7047 0.4952
H -2.5989 -0.3018 -4.7586 -0.0969 -0.0396 -0.2957
H -1.5762 1.1588 1.1421 -0.0819 -0.1662 0.0136
H -0.0131 -3.3103 -1.0030 -0.0457 0.2154 -0.2093
H -0.1517 -0.2291 4.7312 -0.5016 0.2440 0.1224
H 1.5846 -3.1264 0.3424 1.1290 -0.0670 0.3204
H 2.3117 2.5226 1.3595 -0.1537 0.4691 -0.5010
H 2.4592 -1.9066 1.4099 0.1212 -0.9512 -0.2507
```
Forces are in eV/Å.



# 3
A cluster of 2 separate species, C27H25N3O2 in total. Source: the Open Molecules 2025 dataset; level of theory: wB97M-V/def2-TZVPD.

frontier orbital gap = 2.37 eV
HOMO = -4.86 eV
E_LUMO = -2.49 eV
molar mass = 423.516 g mol⁻¹
2S+1 = 1

The geometry in XYZ format:
```
57
Properties=species:S:1:pos:R:3:forces:R:3
O -0.7671 1.7155 5.0279 0.0248 0.0527 -0.2565
O 2.9603 -0.5265 0.7333 -0.1137 2.1856 -1.3542
N 1.2512 1.5951 -3.1968 0.4278 -0.2856 0.2516
N 1.6920 -4.4278 1.2014 -1.1231 1.0481 -0.9649
N -6.6148 -3.7253 1.2063 2.1374 0.2053 -0.6169
C 0.6567 -2.4705 -1.4616 1.1110 0.0745 -0.5215
C 0.0156 3.3459 -4.2048 0.1703 0.0004 0.0421
C -0.9171 2.4173 -4.6727 0.1943 -0.1073 0.1723
C -4.0994 -3.5129 0.5474 -0.7359 -0.0743 -0.1890
C -3.6942 -2.7987 -0.5927 0.2834 0.2351 -0.0022
C 2.3464 1.1553 -2.2617 0.1831 -0.8202 -0.5066
C 0.0392 -3.0869 -0.2783 -0.9803 -0.5005 0.9869
C -0.7134 1.0632 -4.4081 0.0820 -0.0815 -0.0228
C -1.2954 1.0197 2.8473 0.2587 0.3580 0.9239
C 1.9199 0.9632 -0.8349 -1.0510 -0.3426 1.2290
C -1.7879 -3.9914 1.0763 -1.1346 -0.2854 0.3464
C -1.3504 -3.2037 -0.0351 1.0786 -0.1538 -0.1080
C 0.6388 0.9248 -0.3580 0.4174 0.5494 -1.1160
C 4.2781 1.3801 0.1455 0.3528 -0.0697 0.0269
C -0.0044 2.3920 6.0401 0.0387 -0.1800 -0.7513
C 0.7429 2.3264 3.1651 -0.4997 -0.1577 0.7538
C 0.4063 0.6661 -3.6971 0.0895 0.1590 0.1488
C 1.0301 2.1535 1.8210 -0.0387 -0.8772 -0.7875
C -0.9969 0.8663 1.5163 0.6393 -0.2174 -0.3784
C -2.3495 -2.6282 -0.8839 -0.3480 -0.1561 0.2506
C 0.2413 1.3209 0.9798 -0.4453 -0.0774 1.1972
C 0.9370 -3.8012 0.5521 0.9299 -0.8639 0.7760
C -5.4867 -3.6300 0.8963 -1.8267 -0.1486 0.3854
C -3.1387 -4.1506 1.3451 1.1670 0.1001 0.1770
C 1.0977 2.9116 -3.4628 -0.1284 -0.3006 0.2293
C 3.0348 0.5246 0.0915 0.3138 -1.0515 1.0406
C -0.4005 1.6958 3.7199 0.1808 0.2106 -0.5378
H -0.1576 0.6164 -1.0570 0.0344 0.7041 0.2651
H -1.0549 -4.5051 1.7090 -0.2697 0.3043 -0.3486
H 3.1524 1.9031 -2.3277 -0.3536 -0.2006 -0.0089
H 4.2306 2.2393 -0.5347 0.0704 -0.1366 0.2227
H 1.4052 2.9296 3.7957 -0.3056 -0.2359 -0.2830
H -0.0781 4.4100 -4.3941 -0.0720 -0.1954 -0.0399
H 0.6715 -0.3806 -3.5154 -0.2302 0.4242 0.1534
H -1.4060 0.2921 -4.7370 0.1475 0.2399 -0.0495
H 0.9988 1.9519 6.1204 -0.1889 0.1464 0.0130
H -3.4508 -4.7688 2.1914 0.0449 0.2568 -0.2824
H -4.4569 -2.3725 -1.2471 0.1881 -0.0658 0.1895
H -0.5621 2.2310 6.9627 0.1382 0.0586 -0.1308
H -1.7822 2.7445 -5.2474 0.2021 -0.0816 0.1797
H 1.3623 -1.6917 -1.1277 -0.0666 0.0868 -0.3785
H 2.7643 0.2011 -2.6343 -0.2176 0.4140 -0.2770
H 0.0611 3.4648 5.8163 0.0342 -0.1901 0.0924
H 1.2687 -3.2425 -1.9654 -0.1413 0.3885 -0.2580
H -2.0419 -2.0797 -1.7788 -0.2344 -0.1751 0.2826
H -2.1994 0.6086 3.3000 0.2186 0.0934 -0.2921
H 1.8679 3.5698 -3.0501 -0.4410 -0.2203 -0.1464
H -1.6876 0.3219 0.8714 0.1817 -0.0201 0.1596
H -0.0522 -2.0572 -2.1846 -0.0329 -0.0578 0.1060
H 4.4076 1.7432 1.1737 -0.0393 -0.0857 -0.2417
H 5.1523 0.7609 -0.0947 -0.1404 0.1916 0.0713
H 1.9150 2.6265 1.3911 -0.1818 -0.0712 0.1775
```
Forces are in eV/Å.



# 4
The molecule C4H10N2O. Source: the Open Molecules 2025 dataset; level of theory: wB97M-V/def2-TZVPD.

frontier orbital gap (spin up / spin down) = 7.51 / 7.51 eV
HOMO (spin up / spin down) = -7.81 / -7.81 eV
E_LUMO (spin up / spin down) = -0.30 / -0.30 eV
molar mass = 102.137 g mol⁻¹
2S+1 = 1

The geometry in XYZ format:
```
17
Properties=species:S:1:pos:R:3:forces:R:3
O -1.6231 1.7181 0.8960 0.6407 0.8031 -0.5779
N 0.8856 0.4586 -1.3678 0.1661 0.1617 0.2574
N -1.1080 0.7199 0.0201 -0.6991 -0.2730 0.6905
C -0.4274 -1.9500 -1.0202 0.0419 0.1728 -0.2824
C 0.1604 -1.0597 0.0000 0.8943 0.2524 0.3578
C 0.3822 0.3976 -0.0687 -1.5871 -0.6141 -0.0335
C 1.1341 1.0163 1.1021 -0.0363 -0.0902 -0.1392
H -1.5006 0.7957 -0.9233 0.1411 0.4475 0.2548
H 0.4809 -1.5512 0.9180 0.2315 -0.1436 0.0131
H -2.3100 1.3657 1.4760 0.2408 -0.6794 -0.4069
H -1.3603 -2.3813 -0.6401 0.0513 0.0588 0.0136
H 1.2165 2.0929 0.9496 -0.0289 -0.0406 -0.0031
H 0.2482 -2.7955 -1.2018 -0.0811 0.1243 0.0494
H 1.6325 1.1538 -1.3937 0.1803 -0.1175 -0.0738
H -0.5880 -1.4197 -1.9562 -0.0760 -0.0608 0.0698
H 0.6397 0.8486 2.0614 -0.0547 -0.0090 -0.1300
H 2.1374 0.5903 1.1486 -0.0250 0.0077 -0.0596
```
Forces are in eV/Å.



# 5
A cluster of 11 separate species, H22O11 in total. Source: the Open Molecules 2025 dataset; level of theory: wB97M-V/def2-TZVPD.

frontier orbital gap = 9.50 eV
HOMO = -9.95 eV
E_LUMO = -0.45 eV
SMILES = O.O.O.O.O.O.O.O.O.O.O
molar mass = 198.165 g mol⁻¹
2S+1 = 1

The geometry in XYZ format:
```
33
Properties=species:S:1:pos:R:3:forces:R:3
O 3.2099 -2.1996 1.0736 0.1386 -0.1777 0.0940
O 3.4479 3.8202 0.1019 -0.2474 0.3998 -0.0852
O 4.5534 1.3498 0.8305 0.0850 -0.2537 0.3614
O 0.3121 -2.1987 1.8229 -0.3461 -0.0706 0.0087
O 1.3162 -3.4779 -2.7910 -0.0782 -0.2316 0.0270
O -1.5955 -2.3279 -1.3554 -0.1437 -0.1442 0.1303
O -0.6481 1.5601 -2.5474 -0.0653 0.0874 -0.5750
O -4.0687 0.9371 -0.0690 -1.9918 -4.3380 1.4356
O -3.2570 2.6150 -0.5727 1.7171 4.3145 -1.0611
O -3.0359 -0.4643 3.7544 0.1572 -0.0928 -0.1865
O 0.1958 0.6027 -0.3105 -0.0561 0.0271 0.5969
H -0.3528 0.6491 -2.4378 0.0570 0.0093 0.3324
H -2.6016 -1.1375 3.2186 -0.1702 0.0473 0.1049
H -0.0710 1.5160 -0.1570 0.0388 -0.0481 -0.2516
H -2.3004 2.5907 -0.4568 0.0946 0.0867 -0.2429
H 3.3392 -2.1525 2.0276 -0.0157 0.0476 -0.1147
H -0.0217 0.1531 0.5138 0.1954 -0.1910 -0.1365
H 2.6737 -2.9907 0.9485 0.0302 0.1988 -0.0190
H -3.4385 0.1264 3.1078 -0.0494 0.0672 -0.0033
H -0.2998 -1.6603 2.3374 0.1289 -0.0088 0.0910
H 3.6750 1.2324 1.2095 0.0984 -0.0896 -0.1325
H -3.5107 0.1565 -0.1601 0.0081 -0.2398 -0.1206
H -0.6659 1.6875 -3.5026 -0.0573 0.1190 0.1093
H 3.4839 4.5033 -0.5772 0.0275 -0.0418 0.0803
H 2.6073 3.3761 -0.0566 0.1652 -0.0948 -0.0491
H -0.0407 -3.0924 1.8991 0.0439 0.0210 0.0566
H 0.7835 -4.0760 -3.3272 0.0711 0.0922 0.0208
H -3.4364 3.5197 -0.8524 0.3199 0.3870 -0.1291
H 0.8509 -3.4416 -1.9477 -0.0138 0.2138 -0.1144
H -4.9625 0.6039 -0.2070 -0.1507 -0.2690 0.0787
H 4.9281 2.0841 1.3299 -0.1025 0.0419 -0.2125
H -1.6366 -2.9378 -0.6102 0.0368 0.0996 -0.0201
H -2.4438 -2.4416 -1.7985 0.0746 0.0313 -0.0736
```
Forces are in eV/Å.



# 6
A structure of composition C13H11BrCl2InNO4. Source: the Open Molecules 2025 dataset; level of theory: wB97M-V/def2-TZVPD.

frontier orbital gap = 5.84 eV
total charge = +2
HOMO = -14.57 eV
E_LUMO = -8.73 eV
molar mass = 510.862 g mol⁻¹
2S+1 = 1

The geometry in XYZ format:
```
33
Properties=species:S:1:pos:R:3:forces:R:3
In -1.5110 -1.8272 0.2766 0.0002 -0.0631 0.0848
Br -2.4177 -2.4394 3.3283 -0.0380 0.0088 0.0033
Cl -4.7281 -3.1031 0.2459 0.0087 0.0147 -0.0024
Cl -4.5074 -0.3090 1.1287 0.0168 0.0227 -0.0258
O -0.7974 0.4738 1.9154 0.0001 -0.0555 0.0030
O 0.0301 0.2301 4.0668 0.0004 -0.0341 0.0053
O 1.8480 -4.5889 5.2912 -0.0018 -0.0018 0.0024
O 0.2671 2.7467 -2.7691 0.0186 0.0925 -0.1254
N 0.0056 -2.7513 2.1109 -0.0125 -0.0254 -0.0017
C -0.3846 0.3512 3.0006 0.0061 0.0768 -0.0015
C 0.9157 3.5969 -3.5563 0.0114 -0.0105 0.0477
C 0.7896 4.8749 -3.9287 -0.0189 -0.0176 -0.0474
C -5.5265 -1.5231 0.3264 -0.0287 -0.0562 0.0000
C 1.2870 -3.1406 2.0142 -0.0067 0.0174 -0.0093
C 1.9691 -3.7586 3.0345 0.0045 -0.0008 0.0004
C 2.7143 4.0241 -5.2183 -0.0009 0.0124 -0.0023
C 2.3321 5.3464 -5.4063 -0.0013 -0.0137 -0.0030
C -0.6069 -3.0001 3.2642 0.0125 -0.0227 0.0056
C 2.0344 3.1953 -4.3457 0.0088 0.0028 0.0045
C 1.2960 -3.9996 4.2359 0.0037 -0.0026 0.0034
C -0.0392 -3.6066 4.3545 0.0018 0.0019 -0.0054
C 1.2325 5.8676 -4.6801 0.0128 0.0192 0.0011
H 2.8755 6.0361 -6.0386 -0.0001 -0.0004 -0.0006
H -0.5859 -3.7818 5.2690 -0.0009 0.0004 -0.0005
H 3.0015 -4.0524 2.9010 0.0009 0.0007 0.0001
H -6.4369 -1.6328 0.9026 0.0056 0.0095 0.0087
H -5.7276 -1.1889 -0.6834 0.0009 0.0122 0.0046
H -0.6050 3.0783 -2.5154 -0.0005 0.0172 0.0369
H 3.5492 3.6241 -5.7760 0.0002 -0.0032 0.0024
H 2.7667 -4.8396 5.1304 0.0010 0.0009 -0.0002
H 2.2439 2.1320 -4.2623 -0.0010 -0.0005 -0.0015
H 0.9389 6.9090 -4.6855 -0.0047 -0.0014 0.0136
H 1.7770 -2.9435 1.0684 0.0010 -0.0010 -0.0009
```
Forces are in eV/Å.



What did we get for ΔE to the lowest compared entry with this formula, charge and spin? Answer: 116.8 350.1 632.9 653.3 445.0 251.8 kJ/mol, in the order shown.